No. 1
Here is a structure of composition C4H6N2O from the OMol25 dataset. Energies are from ωB97M-V/def2-TZVPD.

Geometry (Å):
C  1.910  0.484  0.142
C  0.459  0.277  -0.119
C  -0.288  -0.929  0.179
N  -1.379  -0.823  -0.781
C  -1.517  0.538  -0.544
O  -2.272  0.746  0.476
N  -0.322  1.217  -0.606
H  2.134  1.549  0.219
H  2.470  0.063  -0.700
H  2.233  -0.033  1.053
H  0.211  -1.884  0.333
H  -2.234  -1.287  -0.493
H  -1.437  -0.049  1.087

## Properties
Frontier orbital gap: 9.011 eV
Net charge: 0
ΔE to the lowest compared entry with this formula, charge and spin: 107.7 kcal per mole

No. 2
Here is the molecule C3H5NO2S at a distorted geometry from the OMol25 dataset. Energies are from ωB97M-V/def2-TZVPD.

Geometry (Å):
C  -0.118  -0.384  -2.504
C  -0.051  -0.134  -0.137
C  0.593  -0.372  1.175
N  0.437  -0.177  -1.284
O  0.304  0.009  -3.582
O  -1.511  0.873  2.465
S  -0.050  0.949  2.427
H  -0.758  -1.314  -2.533
H  -1.134  0.137  -0.104
H  0.246  1.871  1.273
H  0.388  -1.284  1.698
H  1.654  -0.175  1.105

## Properties
Frontier orbital gap: 9.549 eV
Net charge: 0
ΔE to the lowest compared entry with this formula, charge and spin: 72.6 kcal per mole

No. 3
Here is a cluster of 4 separate species, C28H67N3O8Si in total at a distorted geometry from the OMol25 dataset. Energies are from ωB97M-V/def2-TZVPD.

Geometry (Å):
C  -0.884  3.808  0.397
C  -0.488  3.600  -1.156
C  -1.654  2.792  -1.962
C  -2.447  3.945  -2.808
C  -4.010  3.594  -3.023
C  -4.762  4.064  -1.649
C  -5.387  5.538  -1.876
Si  -4.712  6.874  -0.674
C  -2.885  7.374  -0.998
C  -2.553  7.676  -2.539
O  -1.402  8.603  -2.550
C  -0.209  7.926  -2.177
O  0.280  7.960  -1.016
H  0.045  4.224  0.946
H  -1.199  2.785  0.816
H  -1.738  4.578  0.522
H  -0.359  4.669  -1.583
H  0.541  3.104  -1.287
H  -2.397  2.286  -1.259
H  -1.208  2.040  -2.713
H  -2.432  4.867  -2.109
H  -1.870  4.130  -3.774
H  -4.418  4.143  -3.944
H  -4.139  2.473  -3.224
H  -3.990  4.052  -0.786
H  -5.558  3.261  -1.418
H  -5.290  5.854  -2.970
H  -6.520  5.446  -1.662
H  -4.824  6.418  0.712
H  -5.515  8.094  -0.935
H  -2.118  6.586  -0.635
H  -2.679  8.334  -0.397
H  -2.212  6.758  -3.138
H  -3.413  8.146  -3.129
H  0.329  7.289  -2.962
C  -2.612  -2.830  3.283
O  -3.366  -2.132  4.264
C  -2.610  -1.813  5.434
C  -2.379  -0.304  5.531
N  -1.447  0.157  4.501
C  -1.387  1.615  4.368
C  -2.668  2.341  3.927
O  -3.063  2.057  2.589
C  -3.838  0.876  2.441
H  -3.300  -3.163  2.504
H  -1.868  -2.174  2.822
H  -2.122  -3.707  3.713
H  -1.667  -2.368  5.481
H  -3.217  -2.124  6.291
H  -1.969  -0.064  6.517
H  -3.353  0.184  5.430
H  -1.725  -0.230  3.606
H  -0.610  1.826  3.626
H  -1.041  2.043  5.315
H  -2.450  3.414  3.946
H  -3.501  2.193  4.622
H  -4.468  0.676  3.311
H  -3.187  0.024  2.234
H  -4.485  1.007  1.570
C  5.891  -2.480  -2.018
O  5.987  -1.305  -1.228
C  6.042  -0.106  -2.004
C  4.760  0.709  -1.827
N  3.620  0.052  -2.468
C  2.324  0.637  -2.113
C  1.892  0.565  -0.640
O  1.622  -0.755  -0.181
C  2.767  -1.475  0.255
H  6.011  -3.341  -1.357
H  4.909  -2.552  -2.495
H  6.678  -2.511  -2.776
H  6.248  -0.307  -3.060
H  6.879  0.480  -1.611
H  4.897  1.700  -2.272
H  4.593  0.830  -0.752
H  3.607  -0.926  -2.201
H  1.572  0.109  -2.709
H  2.307  1.683  -2.442
H  0.943  1.103  -0.558
H  2.587  1.081  0.032
H  3.527  -0.827  0.699
H  3.186  -2.048  -0.574
H  2.443  -2.194  1.012
C  0.193  -7.499  -1.925
O  0.763  -8.270  -0.877
C  1.962  -8.945  -1.262
C  3.173  -8.341  -0.548
N  3.472  -7.000  -1.051
C  4.443  -6.266  -0.236
C  4.048  -5.936  1.213
O  2.981  -5.001  1.323
C  1.684  -5.574  1.237
H  -0.787  -7.151  -1.592
H  0.808  -6.622  -2.146
H  0.060  -8.100  -2.828
H  2.100  -8.955  -2.348
H  1.852  -9.984  -0.935
H  4.044  -8.985  -0.707
H  2.945  -8.320  0.522
H  2.615  -6.459  -1.083
H  4.631  -5.320  -0.754
H  5.390  -6.816  -0.233
H  4.912  -5.450  1.677
H  3.850  -6.830  1.813
H  1.644  -6.586  1.649
H  1.338  -5.566  0.202
H  1.000  -4.942  1.810

## Properties
Frontier orbital gap: 9.224 eV
Net charge: 0
SMILES string: CCCCCCC[SiH2]CCOC=O.COCCNCCOC.COCCNCCOC.COCCNCCOC

No. 4
Here is a structure of composition C19H47B2O9Pt2S4 at a distorted geometry from the OMol25 dataset. Energies are from ωB97M-V/def2-TZVPD.

Geometry (Å):
Pt  14.547  17.954  16.737
Pt  18.206  19.929  14.470
B  13.752  19.996  18.878
H  12.714  19.783  19.082
H  14.366  19.176  19.215
H  13.857  20.192  17.822
H  14.084  20.872  19.414
B  18.646  22.460  16.020
H  18.991  23.334  16.550
H  18.834  22.526  14.959
H  19.201  21.606  16.376
H  17.589  22.290  16.161
C  19.830  16.335  18.561
C  18.589  17.237  18.698
C  18.583  18.159  19.906
O  18.107  17.872  17.565
H  19.896  15.925  19.569
H  20.805  16.745  18.298
H  19.652  15.473  17.918
H  17.810  16.521  18.959
H  17.585  18.188  20.344
H  18.963  19.129  19.585
H  19.223  17.662  20.635
C  17.841  12.527  12.523
C  16.504  12.715  11.717
C  16.380  14.241  11.701
S  16.972  15.009  13.258
O  15.870  15.132  14.176
O  17.915  16.117  12.991
C  17.802  13.470  13.760
H  18.617  12.748  11.789
H  17.983  11.450  12.613
H  15.712  12.326  12.356
H  16.409  12.238  10.742
H  15.383  14.632  11.499
H  16.987  14.655  10.896
H  17.140  12.913  14.423
H  18.742  13.742  14.240
C  25.443  18.414  15.709
C  24.927  19.018  17.046
C  23.885  20.046  16.760
S  23.357  19.810  14.948
O  23.660  20.981  14.144
O  21.969  19.285  14.765
C  24.482  18.383  14.508
H  25.811  17.411  15.925
H  26.390  18.896  15.464
H  25.707  19.526  17.615
H  24.570  18.206  17.679
H  24.382  21.005  16.617
H  23.112  20.083  17.528
H  24.907  18.564  13.521
H  23.932  17.446  14.420
C  25.061  15.046  21.298
C  25.360  13.793  22.104
C  25.758  14.118  23.614
S  26.617  15.698  23.556
O  28.073  15.613  23.802
O  25.803  16.605  24.388
C  26.238  15.989  21.734
H  24.054  15.280  21.643
H  25.017  14.949  20.213
H  26.241  13.308  21.683
H  24.522  13.097  22.077
H  26.557  13.550  24.091
H  24.951  14.294  24.325
H  27.238  15.968  21.302
H  26.041  17.059  21.664
C  14.535  14.492  22.333
C  13.232  15.397  22.638
C  12.251  15.420  21.448
S  12.944  14.398  20.092
O  13.665  15.324  19.175
O  11.892  13.528  19.607
C  14.153  13.501  21.194
H  14.904  13.911  23.178
H  15.378  15.089  21.986
H  13.481  16.444  22.807
H  12.702  15.049  23.525
H  11.982  16.435  21.156
H  11.337  14.927  21.781
H  14.886  13.148  20.467
H  13.509  12.673  21.491

## Properties
Frontier orbital gap (spin up / spin down): 5.339 / 2.298 eV
Multiplicity: 5
<S²>: 6.029
Net charge: +1